1.
C35H38ClN3O2PdS5 as an isolated structure in a non-equilibrium geometry, computed with ωB97M-V with the def2-TZVPD basis set.

Last column: Löwdin charge in e.
Atoms and positions in Å:
Pd1 0.6178 0.3230 0.5211  0.81
Cl1 -3.1712 4.6725 -3.7321  0.77
S1 2.8486 0.0680 0.7023  0.92
S2 0.7761 -1.7304 -3.6335  1.06
S3 3.0736 -3.6608 0.6529  1.06
S4 0.2801 -2.1339 1.7919  0.99
S5 -2.9837 0.0891 0.5806  1.03
O1 0.9868 -0.8112 -1.0333  -0.37
O2 -1.5295 0.5908 0.6493  -0.65
N1 2.8092 1.1555 3.2981  0.03
N2 4.7382 0.9102 2.3470  -0.10
N3 0.5774 1.4926 2.6003  0.09
C1 -0.3088 1.0940 5.2147  0.00
C2 4.8916 -2.7267 -0.8699  -0.17
C3 2.5956 -2.5919 -0.5964  -0.56
C4 -1.6499 4.2948 -1.5448  -0.09
C5 -0.6622 3.6417 -0.8389  -0.01
C6 1.1461 -2.2307 -0.8891  -0.55
C7 0.7419 -4.2375 -4.0829  -0.15
C8 -4.0771 2.5759 0.5323  -0.30
C9 -1.4600 -3.9246 1.3265  -0.16
C10 -2.0078 3.8182 -2.8068  -0.65
C11 0.2147 -2.7808 0.1785  -0.46
C12 0.6874 -3.0422 -4.7267  -0.38
C13 -3.8817 1.3363 -0.3338  -0.34
C14 0.8514 -2.7857 -2.2773  -0.47
C15 1.0255 0.9180 4.8866  0.02
C16 -0.7489 -3.7354 0.1023  -0.11
C17 3.4187 0.7631 2.1617  -0.54
C18 -0.4334 2.0322 -2.6406  -0.01
C19 -4.9853 3.5924 -0.1466  -0.08
C20 4.9726 1.4177 3.6125  0.01
C21 1.1551 1.9702 -0.7883  -0.05
C22 4.7180 -3.5432 0.2101  -0.39
C23 -1.0415 -3.0967 2.3150  -0.36
C24 3.6672 -2.1927 -1.3426  -0.16
C25 -1.1831 1.5266 4.2338  -0.01
C26 -0.7045 1.6948 2.9490  -0.11
C27 -1.4232 2.6745 -3.3491  -0.07
C28 3.7814 1.5800 4.2077  0.01
C29 -2.5785 -1.1624 -1.9139  -0.27
C30 1.4172 1.1650 3.5840  -0.25
C31 5.7608 0.5651 1.3597  0.01
C32 -0.0231 2.5172 -1.3862  -0.28
C33 -3.1193 -1.3236 -0.5004  -0.32
C34 -3.6517 -0.9555 -2.9749  -0.08
C35 0.8624 -4.0899 -2.6737  -0.11
H1 -2.0113 -2.0601 -2.1440  0.10
H2 0.0612 1.1646 -3.0624  0.10
H3 -1.7273 2.3319 -4.3285  0.12
H4 0.5984 -2.8629 -5.7859  0.07
H5 0.9838 -4.9204 -1.9920  0.13
H6 -0.6481 0.9139 6.2259  0.13
H7 -3.1993 -0.8660 -3.9630  0.08
H8 -4.6065 3.8796 -1.1262  0.05
H9 -0.9672 -4.2800 -0.8035  0.12
H10 5.4669 -4.1004 0.7498  0.07
H11 5.8536 -2.5442 -1.3267  0.11
H12 -4.3374 -1.8033 -3.0062  0.09
H13 -1.8466 -0.3521 -1.9343  0.08
H14 -2.2247 1.7169 4.4480  0.13
H15 5.9682 1.6226 3.9638  0.14
H16 1.6724 2.5659 -0.0443  0.08
H17 5.6363 -0.4726 1.0507  0.08
H18 5.6758 1.2210 0.4954  0.11
H19 -5.9868 3.1838 -0.2871  0.09
H20 -1.3651 1.9994 2.1539  0.08
H21 -0.3464 4.0208 0.1263  0.13
H22 -4.1913 -1.5465 -0.4832  0.11
H23 -3.3609 1.5446 -1.2713  0.09
H24 1.8025 1.4016 -1.4460  0.07
H25 -4.8436 0.8657 -0.5590  0.11
H26 -4.5175 2.2764 1.4872  0.11
H27 3.5719 -1.5410 -2.2006  0.12
H28 -4.2461 -0.0569 -2.8005  0.07
H29 -3.1017 3.0173 0.7528  0.08
H30 0.7139 -5.1912 -4.5884  0.11
H31 3.5227 1.9808 5.1700  0.14
H32 6.7336 0.6923 1.8243  0.11
H33 -2.2480 -4.6523 1.4563  0.12
H34 -5.0785 4.4954 0.4553  0.09
H35 -2.6227 -2.1195 0.0550  0.05
H36 -1.3961 -3.0340 3.3310  0.08
H37 -2.1272 5.1825 -1.1539  0.12
H38 1.7483 0.6030 5.6248  0.13

Results
- LUMO (eV) = -6.863
- HOMO-LUMO gap (eV) = 5.772
- net charge = +2
- total energy (hartree) = -4249.700885
- ΔE to the lowest compared entry with this formula, charge and spin (kcal per mole) = 1.65
- E_HOMO (eV) = -12.63


2.
An isolated ion of composition C2H2NO and charge -1 in a non-equilibrium geometry, computed with ωB97M-V with the def2-TZVPD basis set.

Last column: natural (NBO) charge in e.
Atoms and positions in Å:
O1 -0.8458 1.8509 0.7714  -0.44
N1 -0.7792 0.6128 0.6434  0.05
C1 0.5394 -1.2569 -0.4908  -0.50
C2 0.2817 0.0033 -0.1656  -0.34
H1 -0.1983 -2.0002 -0.4074  0.11
H2 1.0023 0.7901 -0.3510  0.12

Results
- LUMO (eV) = 4.829
- HOMO-LUMO gap (eV) = 7.133
- net charge = -1
- total energy (hartree) = -207.260056
- ΔE to the lowest compared entry with this formula, charge and spin (kcal per mole) = 56.46
- E_HOMO (eV) = -2.30


3.
A 2-piece molecular cluster, C24H24BrN2O6 overall in a non-equilibrium geometry, computed with ωB97M-V with the def2-TZVPD basis set.

Last column: natural (NBO) charge in e.
Atoms and positions in Å:
Br1 4.4586 0.3048 2.2462  -0.02
O1 2.4370 -4.6944 7.1762  -0.52
O2 -2.3503 1.5148 2.8051  -0.72
O3 -2.8196 -4.6828 6.4895  -0.58
O4 -7.1578 -3.9643 5.3366  -0.63
O5 -4.5797 -0.2834 6.2182  -0.59
O6 -3.8026 -0.1918 2.5902  -0.55
N1 -4.9199 -4.2751 5.6538  -0.47
N2 -5.8848 -2.1437 5.9996  -0.47
C1 -0.1965 -2.2956 7.7606  -0.14
C2 0.7473 -3.8331 5.6178  -0.32
C3 -0.9645 -2.4004 6.5761  -0.14
C4 2.6058 -0.0136 2.1315  -0.20
C5 -3.4668 -2.3957 6.1988  -0.31
C6 -1.5447 -0.7537 2.5644  -0.59
C7 -7.0680 -1.3145 6.0023  -0.42
C8 -6.1418 0.1329 2.5387  -0.62
C9 1.4132 -3.8591 6.8671  0.42
C10 1.6999 1.0575 2.2285  -0.22
C11 0.3342 0.8164 2.2699  -0.30
C12 -4.6416 -1.5177 6.1433  0.68
C13 -3.6620 -3.8608 6.1500  0.68
C14 -0.4117 -3.0963 5.4880  -0.12
C15 -5.2150 -5.6673 5.3991  -0.41
C16 2.1097 -1.3197 1.9432  -0.23
C17 -6.0616 -3.4802 5.6397  0.81
C18 -0.2033 -0.5127 2.2694  0.11
C19 0.9569 -3.0235 7.9154  -0.31
C20 3.0119 -5.5540 6.1684  -0.26
C21 -2.2779 -1.7937 6.5038  0.07
C22 0.7387 -1.5635 1.9811  -0.31
C23 -2.5294 0.2968 2.6657  0.73
C24 -4.8227 0.8105 2.8271  -0.08
H1 -6.9762 -0.5246 5.2472  0.22
H2 1.5254 -3.0328 8.8424  0.22
H3 -2.3622 -0.7696 6.8761  0.24
H4 2.3335 -6.3801 5.9119  0.18
H5 -4.2990 -6.2499 5.4320  0.23
H6 3.2919 -5.0008 5.2593  0.19
H7 1.1118 -4.4265 4.7822  0.22
H8 -1.9264 -1.7646 2.6317  0.19
H9 -6.9533 0.7127 2.9831  0.20
H10 -7.9036 -1.9788 5.7805  0.24
H11 -6.3066 0.0812 1.4548  0.20
H12 -5.9404 -6.0360 6.1347  0.21
H13 -0.5538 -1.6527 8.5639  0.21
H14 -0.3615 1.6436 2.3472  0.25
H15 2.0716 2.0745 2.2771  0.20
H16 -5.6938 -5.7334 4.4177  0.22
H17 -7.1878 -0.8508 6.9878  0.20
H18 -6.1533 -0.8909 2.9309  0.21
H19 0.3497 -2.5639 1.7788  0.19
H20 3.9035 -5.9468 6.6586  0.20
H21 -4.7632 1.1343 3.8815  0.19
H22 -4.6884 1.6807 2.1650  0.19
H23 2.8142 -2.1303 1.7722  0.20
H24 -0.9226 -3.0379 4.5303  0.24

Results
- LUMO (eV) = 1.491
- HOMO-LUMO gap (eV) = 4.274
- net charge = -1
- total energy (hartree) = -4063.997024
- ΔE to the lowest compared entry with this formula, charge and spin (kcal per mole) = 0.00
- E_HOMO (eV) = -2.78